[1]
{"formula": "CH13NO6", "method": "ωB97M-V/def2-TZVPD", "symbols": ["N", "C", "O", "H", "H", "H", "O", "H", "H", "O", "H", "H", "O", "H", "H", "O", "H", "H", "O", "H", "H"], "positions_angstrom": [[0.202, -0.197, -2.082], [0.131, 0.854, -1.272], [-0.900, 1.380, -0.835], [1.115, -0.648, -2.083], [-0.556, -0.815, -2.290], [1.091, 1.255, -0.952], [0.067, 2.506, 1.464], [-0.309, 2.461, 0.565], [-0.688, 2.605, 2.049], [2.754, -1.070, -0.871], [2.412, -0.715, -0.023], [3.495, -1.640, -0.664], [-2.593, -0.744, -0.361], [-1.949, -0.017, -0.539], [-3.069, -0.885, -1.184], [-0.924, -1.726, 1.692], [-1.644, -1.501, 1.074], [-1.232, -1.274, 2.489], [1.165, -0.061, 1.063], [0.973, 0.852, 1.337], [0.459, -0.620, 1.423]], "atomic_forces_ev_per_a": [[1.154, -0.312, -0.076], [-0.484, 0.362, 0.536], [-0.043, -0.258, -0.486], [-0.023, 0.066, -0.074], [-0.583, 0.163, 0.117], [0.270, -0.021, -0.424], [0.179, 0.220, -0.044], [-0.178, -0.186, 0.165], [-0.028, 0.024, 0.018], [-0.038, 0.159, -0.041], [-0.096, -0.172, -0.137], [0.044, -0.013, 0.029], [0.395, 0.133, -0.030], [-0.571, 0.028, 0.017], [-0.051, 0.004, 0.107], [-0.512, 0.431, 0.364], [0.158, -0.262, -0.397], [0.156, -0.284, 0.175], [0.510, 0.270, 0.205], [-0.111, -0.114, 0.130], [-0.148, -0.236, -0.154]], "max_force_ev_per_a": 1.20, "smiles": "NC=O.O.O.O.O.O", "lumo_ha": 0.0222, "e_tot_ha": -552.13806}

---

[2]
{"formula": "CH13NO6", "method": "ωB97M-V/def2-TZVPD", "symbols": ["N", "C", "O", "H", "H", "H", "O", "H", "H", "O", "H", "H", "O", "H", "H", "O", "H", "H", "O", "H", "H"], "positions_angstrom": [[0.863, -2.352, 0.329], [0.853, -2.695, -1.001], [0.089, -2.192, -1.788], [1.079, -3.039, 1.045], [0.195, -1.677, 0.681], [1.695, -3.360, -1.237], [1.357, -1.096, 3.314], [0.847, -1.076, 2.500], [2.008, -0.407, 3.110], [-0.806, 3.664, 0.007], [-0.895, 4.305, 0.723], [-1.367, 2.954, 0.347], [-1.511, 0.614, -2.399], [-1.422, -0.306, -2.695], [-1.405, 1.208, -3.147], [-3.398, 1.580, -0.457], [-2.540, 1.998, -0.473], [-3.556, 1.182, -1.313], [2.723, 1.023, 1.536], [3.236, 0.911, 0.724], [3.091, 1.869, 1.842]], "atomic_forces_ev_per_a": [[-0.094, -0.295, 0.831], [-0.203, 0.834, 0.947], [0.206, -0.188, -0.538], [0.479, 0.079, -0.443], [-0.253, -0.115, -0.705], [-0.266, -0.314, -0.302], [0.167, 0.251, -0.226], [-0.162, -0.050, 0.118], [0.072, -0.113, 0.147], [-0.348, -0.137, 0.480], [0.169, 0.218, -0.196], [0.368, 0.035, -0.081], [-0.172, -0.194, 0.160], [0.193, 0.480, -0.024], [0.102, -0.323, -0.175], [-0.817, 0.137, 0.848], [0.063, -0.262, -0.753], [0.542, 0.001, -0.172], [0.652, 0.629, -0.122], [-0.285, -0.402, -0.010], [-0.414, -0.268, 0.216]], "max_force_ev_per_a": 1.28, "smiles": "NC=O.O.O.O.O.O", "lumo_ha": 0.0139, "e_tot_ha": -552.08108}

---

[3]
{"formula": "CH13O5S", "method": "ωB97M-V/def2-TZVPD", "symbols": ["C", "S", "H", "H", "H", "H", "H", "O", "H", "H", "O", "H", "H", "O", "H", "H", "O", "H", "H", "O"], "positions_angstrom": [[0.209, -0.229, 2.974], [-0.550, 0.854, 1.548], [-0.242, 0.247, 3.877], [-0.088, -1.252, 3.162], [1.261, -0.164, 3.147], [0.532, 1.570, -0.468], [1.741, 1.233, -1.183], [1.243, 1.956, -1.024], [2.501, -0.591, -0.202], [1.142, -0.921, 0.465], [1.983, -1.338, 0.079], [-2.803, -0.810, -0.278], [-1.434, -0.334, 0.173], [-1.855, -0.827, -0.584], [-0.511, -1.090, -2.041], [0.918, -1.483, -1.659], [0.240, -1.543, -2.367], [-0.703, 1.889, -1.691], [-1.993, 1.013, -1.767], [-1.591, 1.822, -2.163]], "atomic_forces_ev_per_a": [[-1.860, 1.782, 0.890], [1.038, -1.387, 1.145], [0.382, -0.034, -0.479], [-0.251, -0.536, -1.029], [0.850, 0.204, -0.522], [0.454, 0.308, 0.655], [2.714, -3.637, -1.193], [-2.963, 3.351, 0.882], [0.354, 0.505, 0.041], [1.339, -0.453, -0.448], [-1.777, 0.157, 0.590], [1.329, -0.200, -0.642], [0.392, 0.018, 0.110], [-2.014, 0.111, 0.374], [-1.383, 0.671, 0.775], [-0.689, -0.186, -0.420], [2.157, -0.719, -0.441], [-1.607, -0.059, -1.192], [0.548, 0.672, -0.283], [0.986, -0.569, 1.188]], "max_force_ev_per_a": 4.69, "lumo_ha": 0.1309, "total_charge": -1, "e_tot_ha": -820.32838}

---

[4]
{"formula": "CH14BaO10", "method": "ωB97M-V/def2-TZVPD", "symbols": ["Ba", "C", "O", "O", "O", "O", "H", "H", "O", "H", "H", "O", "H", "H", "O", "H", "H", "O", "H", "H", "O", "H", "H", "O", "H", "H"], "positions_angstrom": [[-0.232, -0.003, 0.269], [2.082, 0.175, -2.503], [2.617, -0.636, -3.312], [2.843, 0.956, -1.864], [0.848, 0.094, -2.324], [-2.583, -1.093, -0.477], [-3.371, -1.190, 0.058], [-2.851, -1.373, -1.352], [0.030, -2.744, 0.078], [0.265, -2.991, 0.972], [-0.306, -3.550, -0.313], [2.361, -0.918, 0.482], [2.814, -1.549, 1.042], [3.028, -0.629, -0.141], [-1.120, 1.838, 2.316], [-1.766, 2.091, 2.976], [-0.677, 2.655, 2.087], [1.310, 2.423, -0.353], [1.661, 1.805, -0.994], [2.031, 3.030, -0.186], [-1.353, -1.456, 2.318], [-0.740, -1.793, 2.972], [-2.104, -2.048, 2.366], [-1.519, 2.035, -1.097], [-2.326, 2.145, -1.599], [-0.939, 2.724, -1.420]], "atomic_forces_ev_per_a": [[1.549, 0.980, -2.174], [3.220, -3.112, -2.654], [0.185, -0.388, -0.614], [0.175, 2.242, 2.535], [-4.725, 0.788, 2.603], [-0.317, -0.076, 0.151], [-0.255, 0.044, 0.146], [0.120, -0.047, -0.472], [-0.078, -0.087, 0.111], [0.171, -0.205, 0.153], [-0.020, -0.140, -0.374], [-0.430, -0.299, 0.998], [0.115, -0.186, 0.084], [0.246, 0.793, -1.197], [0.057, -0.281, -0.007], [-0.197, -0.062, 0.173], [0.264, 0.353, -0.253], [-2.020, 1.453, 2.144], [1.870, -1.444, -2.025], [0.210, -0.080, -0.060], [-0.070, 0.022, 0.266], [0.159, -0.002, 0.419], [-0.238, -0.195, -0.070], [-0.559, 0.004, 0.352], [-0.195, -0.130, -0.141], [0.760, 0.056, -0.093]], "max_force_ev_per_a": 5.45, "lumo_ha": -0.0499, "e_tot_ha": -824.44966}

---

[5]
{"formula": "CH14N2O4", "method": "ωB97M-V/def2-TZVPD", "symbols": ["N", "C", "N", "H", "H", "H", "H", "H", "H", "H", "H", "O", "H", "H", "O", "H", "H", "O", "H", "H", "O"], "positions_angstrom": [[1.891, -0.756, -0.554], [1.089, 0.418, 0.145], [-0.227, 0.935, -0.249], [1.816, -1.540, 0.175], [1.297, -1.101, -1.394], [0.879, -0.067, 1.073], [1.694, 1.325, 0.403], [-0.318, 1.838, 0.142], [-0.336, 1.008, -1.256], [3.151, -0.397, -1.714], [4.547, -0.565, -2.032], [3.923, 0.084, -2.109], [1.540, 4.402, -3.550], [0.927, 4.055, -5.112], [0.967, 3.848, -4.084], [-2.947, -2.459, 5.513], [-4.048, -2.799, 4.329], [-3.259, -2.288, 4.540], [-4.321, -1.270, 1.779], [-3.698, -2.543, 2.118], [-4.567, -2.127, 1.836]], "atomic_forces_ev_per_a": [[-4.838, 0.636, 0.962], [0.308, -1.897, -0.934], [3.424, -0.969, -1.597], [0.613, 1.197, -1.477], [1.325, 0.602, 1.525], [0.069, -0.107, 1.512], [0.075, -0.555, -0.248], [-0.796, 1.282, 0.879], [-0.885, -0.428, -0.393], [0.978, 1.024, -0.489], [3.222, -2.428, 0.019], [-3.488, 1.684, 0.166], [0.242, 0.501, -0.895], [0.691, -0.093, 3.707], [-0.943, -0.451, -2.737], [-1.356, 0.176, -2.909], [-0.053, -0.070, 0.582], [1.392, -0.070, 2.283], [0.813, 4.600, -0.277], [-1.658, 0.424, -0.426], [0.865, -5.058, 0.747]], "max_force_ev_per_a": 5.19, "s_squared": 0.76, "lumo_ha": [-0.1383, -0.3498], "multiplicity": 2, "total_charge": 1, "e_tot_ha": -456.53047}

---

[6]
{"formula": "CH14N2O4", "method": "ωB97M-V/def2-TZVPD", "symbols": ["N", "C", "N", "H", "H", "H", "H", "H", "H", "H", "H", "O", "H", "H", "O", "H", "H", "O", "H", "H", "O"], "positions_angstrom": [[1.166, 2.524, 2.509], [1.934, 2.408, 1.306], [1.406, 1.666, 0.189], [0.216, 2.771, 2.213], [0.977, 1.613, 2.924], [1.997, 3.427, 0.856], [2.957, 2.006, 1.451], [0.997, 0.768, 0.489], [2.004, 1.533, -0.633], [-3.687, -1.663, -1.209], [-4.598, -2.882, -0.974], [-4.027, -2.277, -0.555], [-3.470, -1.339, 2.315], [-2.038, -1.413, 1.634], [-2.533, -1.219, 2.444], [3.107, -2.556, 0.849], [2.414, -3.323, -0.344], [3.221, -2.963, -0.032], [-0.394, 0.398, -4.393], [-0.843, 1.638, -5.064], [-0.363, 0.853, -5.254]], "atomic_forces_ev_per_a": [[-0.940, -1.209, -1.160], [-0.697, 1.959, -0.486], [1.140, -2.365, 1.319], [0.192, 0.691, 0.354], [0.586, -0.087, 0.445], [0.735, -0.183, 0.437], [0.059, 0.186, -0.026], [-0.756, 0.409, -0.537], [-0.293, 0.595, -0.311], [-0.274, -0.182, -0.217], [-1.002, -0.997, -0.959], [1.302, 1.220, 1.208], [-0.291, -0.246, -0.583], [-0.938, -0.211, 0.223], [1.228, 0.422, 0.270], [-0.227, -0.716, -0.765], [-1.296, -0.537, -0.067], [1.493, 1.252, 0.871], [0.119, -0.045, -0.657], [-0.706, 1.259, -0.118], [0.565, -1.214, 0.761]], "max_force_ev_per_a": 2.94, "s_squared": 0.75, "lumo_ha": [-0.1561, -0.3441], "multiplicity": 2, "total_charge": 1, "e_tot_ha": -456.58026}

---

Question: What is the formula in the fourth record?
Answer: CH14BaO10